C7H12N4O3SZn | the ωB97M-V functional and the def2-TZVPD basis

Properties
* spin multiplicity: 1
* HOMO level: -15.9 eV
* F_max: 4.514 eV Å⁻¹
* net charge: +2
* orbital gap: 6.106 eV

```
28
C7H12N4O3SZn | the Open Molecules 2025 dataset | the ωB97M-V functional and the def2-TZVPD basis
Zn -1.430 0.256 1.904
O -0.090 1.459 -0.559
C -0.263 0.719 -1.621
O 2.031 -1.156 -0.231
C 1.382 -1.339 -1.264
O 1.664 -2.363 -2.158
N 0.292 -0.548 -1.926
C 1.161 -2.140 -3.467
C 0.257 -0.924 -3.407
H 0.616 -3.063 -3.688
H 2.065 -2.005 -4.072
H -0.737 -1.182 -3.830
H 0.670 -0.149 -4.118
C -1.073 1.407 -2.727
C -1.579 2.644 -2.370
H -1.127 0.957 -3.793
H -1.455 3.054 -1.353
H -2.105 3.234 -3.114
N 0.620 0.877 2.552
N 0.481 0.491 3.981
C -0.539 -0.385 4.392
N -0.671 -0.534 5.716
S -1.790 -1.525 3.603
H 0.603 1.913 2.452
H 1.476 0.437 2.084
H 1.007 1.068 4.696
H -1.422 -1.186 5.990
H -0.044 -0.017 6.326
```

Mulliken population analysis, charges in e, atoms 1 to 5: number 1, Zn, carries 0.80; number 2, O, carries -0.61; number 3, C, carries 0.68; number 4, O, carries -0.50; number 5, C, carries 0.46


C3H5N3OS | the ωB97M-V functional and the def2-TZVPD basis

Properties
* spin multiplicity: 1
* HOMO level: -9.3 eV
* F_max: 3.424 eV Å⁻¹
* SMILES: [H]/N=C(\N)N(C=O)C=S
* orbital gap: 8.692 eV

```
13
C3H5N3OS | the Open Molecules 2025 dataset | the ωB97M-V functional and the def2-TZVPD basis
H -1.250 2.278 -0.550
N -1.258 1.267 -0.700
C -0.232 0.845 -0.086
N 0.757 1.530 0.542
N -0.095 -0.630 -0.048
C -1.279 -1.285 0.082
O -1.355 -2.506 0.054
C 1.061 -1.333 -0.123
S 2.609 -0.818 -0.259
H 0.761 2.529 0.322
H 1.646 1.106 0.589
H -2.145 -0.622 0.107
H 0.779 -2.361 0.069
```

Mulliken population analysis, charges in e, atoms 1 to 5: number 1, H, carries 0.21; number 2, N, carries -0.64; number 3, C, carries 0.41; number 4, N, carries -0.35; number 5, N, carries 0.09


Per-record ΔE to the lowest compared entry with this formula, charge and spin, kJ/mol: 496.0 91.0